7 unconnected molecules or ions with the total composition C59H67FN8O17P2, computed with wB97M-V/def2-TZVPD.

```
! wB97M-V def2-TZVPD RIJCOSX def2/J DEFGRID3
* xyz 0 1
C 9.423 -4.188 2.611
O 8.716 -3.082 2.097
C 7.933 -2.425 3.071
C 7.653 -0.991 2.586
C 6.358 -0.421 3.205
C 5.331 0.084 2.148
C 4.029 -0.742 2.119
C 2.825 -0.058 2.818
C 1.566 0.062 1.937
C 0.556 -1.100 2.136
C -0.655 -0.679 2.968
C -1.836 -1.675 2.876
C -2.949 -1.201 1.909
C -4.359 -1.204 2.455
C -4.622 -0.980 3.772
C -5.944 -0.963 4.311
P -6.074 -0.650 6.130
C -4.409 -1.066 6.792
O -6.909 -1.959 6.756
C -7.017 -1.107 3.447
P -8.754 -0.932 3.898
O -9.521 -0.043 3.002
O -9.375 -2.410 3.959
O -8.852 -0.403 5.406
C -6.763 -1.377 2.060
N -7.827 -1.615 1.244
C -7.558 -1.841 -0.013
C -6.229 -1.870 -0.506
C -5.986 -2.149 -1.981
C -4.879 -3.170 -2.189
F -7.140 -2.647 -2.571
N -5.179 -1.682 0.248
C -5.455 -1.427 1.557
H 9.942 -3.921 3.538
H 10.171 -4.474 1.874
H 8.761 -5.040 2.803
H 6.986 -2.956 3.235
H 8.462 -2.357 4.029
H 8.507 -0.382 2.885
H 7.626 -1.013 1.497
H 5.872 -1.187 3.814
H 6.622 0.385 3.893
H 5.816 -0.008 1.181
H 5.130 1.143 2.308
H 4.207 -1.711 2.590
H 3.775 -0.939 1.075
H 2.573 -0.572 3.749
H 3.149 0.944 3.108
H 1.892 0.088 0.895
H 1.085 1.023 2.135
H 1.106 -1.903 2.631
H 0.255 -1.448 1.145
H -0.961 0.322 2.659
H -0.331 -0.597 4.010
H -1.422 -2.599 2.467
H -2.211 -1.930 3.864
H -2.720 -0.199 1.535
H -2.924 -1.837 1.026
H -3.781 -0.801 4.420
H -3.919 -0.159 7.133
H -3.767 -1.624 6.111
H -4.586 -1.710 7.655
H -7.446 -2.380 6.076
H -10.269 -2.314 3.600
H -9.055 0.540 5.346
H -8.384 -2.020 -0.687
H -5.680 -1.221 -2.470
H -4.562 -3.197 -3.232
H -5.227 -4.168 -1.919
H -4.010 -2.941 -1.576
O -4.798 2.433 7.429
N -4.977 2.669 6.252
O -4.729 1.891 5.352
C -5.550 3.971 5.889
C -5.819 4.887 6.889
C -6.348 6.119 6.538
C -6.601 6.414 5.205
C -6.331 5.477 4.217
C -5.800 4.243 4.556
H -5.620 4.647 7.923
H -6.561 6.849 7.306
H -7.012 7.379 4.935
H -6.533 5.707 3.180
H -5.586 3.507 3.795
O 7.462 1.659 -1.731
N 7.251 0.472 -1.588
O 6.351 0.009 -0.912
C 8.143 -0.474 -2.273
C 9.191 0.021 -3.028
C 10.037 -0.871 -3.664
C 9.828 -2.239 -3.534
C 8.770 -2.717 -2.771
C 7.917 -1.831 -2.133
H 9.349 1.085 -3.122
H 10.860 -0.496 -4.255
H 10.494 -2.934 -4.028
H 8.610 -3.782 -2.670
H 7.094 -2.194 -1.535
O 10.432 1.407 4.946
N 10.226 0.373 5.547
O 10.492 -0.736 5.127
C 9.601 0.467 6.876
C 9.253 1.713 7.365
C 8.648 1.794 8.609
C 8.403 0.641 9.342
C 8.766 -0.600 8.835
C 9.370 -0.693 7.592
H 9.447 2.604 6.787
H 8.365 2.760 9.005
H 7.927 0.709 10.311
H 8.577 -1.498 9.408
H 9.654 -1.654 7.188
O 12.145 0.805 -7.293
N 11.313 1.284 -6.552
O 11.422 1.347 -5.341
C 10.080 1.815 -7.151
C 9.908 1.722 -8.521
C 8.736 2.206 -9.079
C 7.760 2.773 -8.269
C 7.955 2.863 -6.896
C 9.123 2.380 -6.328
H 10.671 1.279 -9.143
H 8.583 2.138 -10.147
H 6.845 3.146 -8.708
H 7.196 3.307 -6.267
H 9.281 2.446 -5.262
O -5.323 1.302 -9.008
N -5.458 0.234 -8.442
O -5.163 -0.841 -8.923
C -6.042 0.244 -7.092
C -6.424 1.453 -6.539
C -6.999 1.455 -5.278
C -7.182 0.260 -4.595
C -6.788 -0.941 -5.165
C -6.211 -0.955 -6.424
H -6.280 2.377 -7.080
H -7.309 2.390 -4.832
H -7.643 0.265 -3.615
H -6.939 -1.867 -4.633
H -5.905 -1.886 -6.878
O -9.403 -0.624 -6.645
N -10.478 -0.422 -7.177
O -11.555 -0.667 -6.674
C -10.468 0.163 -8.526
C -9.252 0.419 -9.132
C -9.239 0.957 -10.409
C -10.436 1.232 -11.057
C -11.648 0.973 -10.429
C -11.670 0.433 -9.153
H -8.329 0.201 -8.618
H -8.295 1.159 -10.896
H -10.424 1.649 -12.055
H -12.579 1.191 -10.936
H -12.608 0.227 -8.658
*
```

Output
- LUMO: -0.619 eV
- Kohn-Sham gap: 7.33 eV

A single C16H17N3O molecule, computed with wB97M-V/def2-TZVPD.

```
! wB97M-V def2-TZVPD RIJCOSX def2/J DEFGRID3
* xyz 0 1
C 2.466 2.420 -1.223
C 1.024 2.029 -0.966
C 0.714 2.515 0.439
C -0.751 2.106 0.789
N -0.997 0.597 0.876
C -1.285 -0.203 -0.269
C -0.894 -1.451 0.022
C -0.242 -1.443 1.276
C 0.393 -2.590 1.861
C 1.131 -2.381 3.010
C 0.871 -1.168 3.753
C 0.299 -0.128 3.102
C -0.308 -0.172 1.833
C -0.901 -2.604 -1.100
C -0.930 -2.098 -2.551
C -1.676 -0.740 -2.630
N -2.083 -0.119 -3.710
O -2.565 1.099 -3.205
N -2.372 1.255 -1.870
C -1.769 0.123 -1.580
H 2.695 2.140 -2.265
H 2.706 3.569 -1.021
H 3.141 1.835 -0.642
H 0.199 2.402 -1.665
H 1.054 0.932 -0.943
H 0.849 3.663 0.616
H 1.364 2.009 1.098
H -1.456 2.542 0.035
H -0.989 2.417 1.862
H 0.330 -3.481 1.232
H 1.657 -3.297 3.441
H 1.342 -1.166 4.716
H 0.063 0.717 3.802
H -1.789 -3.216 -1.042
H -0.197 -3.418 -0.966
H -1.277 -2.851 -3.187
H 0.185 -1.844 -2.928
*
```

Output
- LUMO: 0.196 eV
- Energy relative to the best compared isomer or geometry (same formula, charge and spin): 114.6 kcal/mol
- Kohn-Sham gap: 8.35 eV

5 unconnected molecules or ions with the total composition C4H16NO6S, computed with wB97M-V/def2-TZVPD.

```
! wB97M-V def2-TZVPD RIJCOSX def2/J DEFGRID3
* xyz 0 2
O -1.339 1.411 -0.064
C -1.158 0.399 0.656
O -1.775 -0.016 1.611
C 0.151 -0.455 0.339
C 1.185 -0.239 1.426
C 0.731 0.054 2.898
S 0.193 -1.421 3.783
N -0.095 -1.882 0.199
H 0.550 -0.229 -0.663
H 1.828 0.650 1.249
H 1.977 -1.013 1.395
H 1.711 0.257 3.337
H 0.023 0.865 2.886
H -1.137 -1.320 3.624
H -0.187 -2.389 1.078
H -0.964 -2.044 -0.307
H -1.519 3.969 0.695
H -2.062 2.763 0.340
O -2.441 3.647 0.633
H -1.344 2.471 -3.235
H -0.712 1.691 -2.010
O -0.753 1.769 -2.971
H 0.405 0.418 -3.238
H 0.395 -1.150 -3.102
O 0.672 -0.419 -3.667
H 1.620 -2.602 -1.559
H 2.100 -2.201 -2.937
O 1.943 -2.984 -2.395
*
```

Output
- LUMO (alpha / beta): 0.174 / -4.761 eV
- Energy relative to the best compared isomer or geometry (same formula, charge and spin): 11.4 kcal/mol
- Kohn-Sham gap (alpha / beta): 10.19 / 5.14 eV

2 unconnected molecules or ions with the total composition C5H10O2, computed with wB97M-V/def2-TZVPD.

```
! wB97M-V def2-TZVPD RIJCOSX def2/J DEFGRID3
* xyz 0 1
O -2.126 -0.345 0.318
C -1.156 0.097 -0.574
C 0.064 0.817 -0.051
C 0.343 0.635 1.438
C 1.078 -0.708 1.454
O 0.468 -1.469 0.405
C 0.191 -0.565 -0.634
H -1.985 -1.291 0.451
H -1.567 0.461 -1.515
H 0.431 1.697 -0.571
H 0.937 1.452 1.857
H -0.599 0.560 1.992
H 0.982 -1.278 2.382
H 2.147 -0.565 1.232
H 0.677 -0.791 -1.579
H -0.250 0.656 -3.405
H 0.463 0.857 -3.344
*
```

Output
- LUMO: 0.994 eV
- Energy relative to the best compared isomer or geometry (same formula, charge and spin): 77.3 kcal/mol
- Kohn-Sham gap: 10.48 eV

A molecular structure, C3H5O3Zn, computed with wB97M-V/def2-TZVPD.

```
! wB97M-V def2-TZVPD RIJCOSX def2/J DEFGRID3
* xyz 1 1
H 2.021 -2.537 0.125
O -0.617 -0.994 0.261
C 0.471 -0.584 0.882
C -1.238 0.059 -0.515
O 1.984 -1.690 -0.322
O 0.444 0.788 0.906
C -0.667 1.311 0.130
Zn 2.505 -0.085 0.256
H -2.321 -0.040 -0.403
H -0.953 -0.059 -1.566
H -1.359 1.791 0.830
H -0.270 2.039 -0.584
*
```

Output
- LUMO (alpha / beta): -7.040 / -7.040 eV
- Energy relative to the best compared isomer or geometry (same formula, charge and spin): 88.5 kcal/mol
- Kohn-Sham gap (alpha / beta): 6.73 / 6.72 eV

3 unconnected molecules or ions with the total composition C4H7NO, computed with wB97M-V/def2-TZVPD.

```
! wB97M-V def2-TZVPD RIJCOSX def2/J DEFGRID3
* xyz 0 1
C -0.243 0.642 -0.695
C -0.747 -0.138 0.329
C 0.054 -0.472 1.557
N 1.109 0.924 -0.836
C 2.214 0.468 -0.823
O 3.327 0.136 -0.905
H -1.588 -0.265 -1.948
H -0.823 1.464 -1.087
H -1.717 -0.612 0.356
H -2.372 -0.433 -1.661
H -0.568 -0.518 2.451
H 0.521 -1.456 1.483
H 0.831 0.260 1.779
*
```

Output
- LUMO: 0.615 eV
- Energy relative to the best compared isomer or geometry (same formula, charge and spin): 77.0 kcal/mol
- Kohn-Sham gap: 9.33 eV

2 unconnected molecules or ions with the total composition C5H13N4P, computed with wB97M-V/def2-TZVPD.

```
! wB97M-V def2-TZVPD RIJCOSX def2/J DEFGRID3
* xyz 2 3
C -0.885 5.329 -3.220
C -1.120 0.153 0.015
C -0.246 -1.129 2.024
C 1.100 -3.185 1.549
C 0.442 2.481 -2.632
N -0.969 -0.468 2.974
N -0.505 -0.885 0.688
N -0.842 0.382 -1.208
N 0.577 -2.174 2.350
P 0.011 3.935 -3.263
H -1.083 5.816 -4.089
H -0.567 5.957 -2.293
H -1.883 0.628 0.576
H 2.042 -3.535 1.976
H 1.573 -2.641 0.597
H 0.438 -4.032 1.335
H 1.245 1.915 -3.025
H -0.212 1.744 -2.137
H -1.561 0.433 2.871
H -0.843 -0.740 3.867
H 0.190 -1.402 0.206
H -0.196 -0.319 -1.606
H 0.733 -2.424 3.354
*
```

Output
- LUMO (alpha / beta): -7.399 / -10.715 eV
- Energy relative to the best compared isomer or geometry (same formula, charge and spin): 22.3 kcal/mol
- Kohn-Sham gap (alpha / beta): 8.08 / 6.52 eV

A molecular structure, C38H56InN8OP2S, computed with wB97M-V/def2-TZVPD.

```
! wB97M-V def2-TZVPD RIJCOSX def2/J DEFGRID3
* xyz 1 1
In 7.043 -5.407 19.635
C 7.534 -9.147 16.717
C 7.276 -7.649 16.347
C 8.493 -6.886 15.929
P 6.120 -6.722 17.498
C 4.556 -7.769 17.388
C 4.528 -8.749 18.589
C 4.324 -8.483 16.050
C 5.923 -5.199 16.566
C 4.982 -5.073 15.536
C 4.968 -3.952 14.710
C 5.951 -2.976 14.921
C 6.886 -3.095 15.909
C 6.937 -4.203 16.779
N 7.813 -4.331 17.797
C 9.043 -3.730 17.759
C 9.717 -3.683 16.525
C 11.010 -3.210 16.457
C 11.544 -2.499 17.522
C 10.848 -2.506 18.716
C 9.662 -3.202 18.923
P 8.814 -3.303 20.537
C 10.137 -4.032 21.695
C 9.742 -3.590 23.139
C 11.646 -3.706 21.503
C 8.374 -1.603 21.207
C 9.497 -0.555 20.937
C 7.045 -1.120 20.594
H 7.996 -9.561 15.854
H 6.590 -9.602 17.064
H 8.295 -9.243 17.532
H 6.601 -7.651 15.466
H 9.170 -6.583 16.737
H 8.213 -6.000 15.386
H 9.045 -7.530 15.228
H 3.741 -7.051 17.601
H 5.222 -9.588 18.447
H 3.520 -9.205 18.770
H 4.878 -8.292 19.480
H 5.134 -9.135 15.713
H 4.124 -7.859 15.165
H 3.425 -9.127 16.138
H 4.293 -5.830 15.347
H 4.234 -3.892 13.916
H 5.985 -2.092 14.346
H 7.563 -2.304 16.173
H 9.138 -4.032 15.648
H 11.519 -3.126 15.503
H 12.488 -1.980 17.503
H 11.250 -1.949 19.595
H 9.993 -5.102 21.652
H 9.902 -2.522 23.283
H 10.330 -4.122 23.846
H 8.692 -3.834 23.318
H 11.856 -2.615 21.399
H 11.999 -4.244 20.601
H 12.267 -4.172 22.272
H 8.308 -1.699 22.300
H 9.711 -0.389 19.856
H 10.460 -0.796 21.332
H 9.140 0.381 21.392
H 7.206 -0.808 19.543
H 6.660 -0.273 21.119
H 6.277 -1.873 20.677
C 4.426 -9.746 22.474
C 4.670 -8.692 23.583
N 5.879 -7.892 23.311
C 5.927 -7.054 22.220
S 7.409 -6.240 22.076
N 4.837 -6.882 21.519
N 4.905 -5.943 20.572
C 3.823 -5.317 20.235
C 2.515 -5.755 20.724
C 3.892 -4.200 19.266
C 2.762 -3.795 18.628
C 2.792 -2.792 17.662
C 3.960 -2.073 17.597
C 5.080 -2.570 18.221
N 5.089 -3.641 19.030
H 3.575 -10.367 22.667
H 5.340 -10.378 22.351
H 4.270 -9.211 21.551
H 4.778 -9.131 24.612
H 3.841 -7.985 23.670
H 6.726 -8.224 23.661
H 2.724 -6.432 21.527
H 2.087 -6.320 19.918
H 1.783 -4.944 20.918
H 1.883 -4.318 18.896
H 1.872 -2.601 17.075
H 4.094 -1.206 16.981
H 6.007 -2.105 18.080
C 12.022 -9.031 19.976
N 10.668 -8.537 19.620
C 9.508 -9.308 20.100
C 8.429 -8.309 19.768
O 7.256 -8.568 19.752
N 8.957 -7.097 19.436
C 10.242 -7.313 19.286
N 11.112 -6.344 18.894
H 12.707 -8.830 19.138
H 11.963 -10.082 20.079
H 12.391 -8.574 20.875
H 9.510 -9.518 21.183
H 9.268 -10.244 19.576
H 10.724 -5.547 18.438
H 12.055 -6.636 18.677
*
```

Output
- LUMO: -2.287 eV
- Energy relative to the best compared isomer or geometry (same formula, charge and spin): 0.0 kcal/mol
- Kohn-Sham gap: 6.97 eV

A single C18H20N6O3S2 molecule, computed with wB97M-V/def2-TZVPD.

```
! wB97M-V def2-TZVPD RIJCOSX def2/J DEFGRID3
* xyz 0 1
C -3.314 -2.617 -1.352
C -3.526 -1.828 -0.069
O -2.303 -1.249 0.397
C -1.477 -2.037 1.086
O -1.714 -3.178 1.378
C -0.206 -1.298 1.440
C 0.909 -1.696 0.522
C 0.809 -2.375 -0.649
S 2.360 -2.588 -1.376
C 3.044 -1.716 -0.008
N 4.385 -1.467 0.036
C 5.064 -0.490 0.737
O 6.247 -0.347 0.573
C 4.305 0.265 1.801
S 2.960 1.392 1.271
C 2.943 1.209 -0.444
N 3.981 0.920 -1.203
N 3.520 0.807 -2.437
N 2.274 1.010 -2.490
N 1.840 1.272 -1.247
C 0.488 1.481 -0.961
C -0.460 0.959 -1.833
C -1.798 1.157 -1.562
C -2.216 1.851 -0.434
C -3.673 2.050 -0.163
C -1.256 2.370 0.441
C -1.666 3.123 1.668
C 0.091 2.191 0.163
N 2.177 -1.340 0.866
H -2.691 -3.486 -1.157
H -4.272 -2.956 -1.735
H -2.831 -1.993 -2.101
H -4.194 -0.981 -0.232
H -3.929 -2.480 0.713
H -0.371 -0.221 1.363
H 0.089 -1.547 2.461
H -0.065 -2.767 -1.125
H 4.944 -1.892 -0.696
H 3.813 -0.445 2.467
H 5.021 0.879 2.348
H -0.133 0.419 -2.707
H -2.537 0.763 -2.244
H -3.953 1.577 0.778
H -3.907 3.110 -0.081
H -4.276 1.625 -0.962
H -2.235 4.012 1.399
H -2.301 2.504 2.301
H -0.795 3.429 2.241
H 0.834 2.618 0.820
*
```

Output
- LUMO: 0.351 eV
- Energy relative to the best compared isomer or geometry (same formula, charge and spin): 5.7 kcal/mol
- Kohn-Sham gap: 8.98 eV

Calculated strongest force on any atom in order - 0.03167; 0.09118; 0.07600; 0.00597; 0.06648; 0.06269; 0.10578; 0.05325; 0.03425 hartree/bohr
Calculated total energy in order - -130279.42449; -23381.58593; -29015.48811; -9439.68935; -57740.93535; -7796.30506; -20621.76836; -88866.33304; -55744.01398 eV